Formula: C13H19ClOSiV
Source: the Open Molecules 2025 dataset
Level of theory: the ωB97M-V functional and the def2-TZVPD basis

Results
Net charge: -2
Energy above the lowest of the compared OMol25 structures with the same formula, charge and spin: 49.8 kcal per mole
Maximum force: 0.0619 Eh/bohr
LUMO (alpha / beta): 5.629 / 5.588 eV
Calculated total energy: -61924.073 eV
Gap between HOMO and LUMO (alpha / beta): 4.061 / 5.452 eV
Multiplicity: 4
E_HOMO (alpha / beta): 1.57 / 0.14 eV

Each line ends with the natural charge from an NBO analysis.
Positions of all 36 atoms, in Å:
C (0.96, -1.56, -0.01)  -0.31
C (1.02, -1.45, -1.42)  -0.42
C (-0.33, -1.56, -1.91)  -0.34
H (1.92, -1.20, -1.93)  0.23
C (-1.21, -1.59, -0.78)  -0.42
C (-0.42, -1.61, 0.38)  -0.26
H (-0.81, -1.87, 1.36)  0.21
H (1.83, -1.56, 0.62)  0.23
H (-0.61, -1.85, -2.92)  0.22
H (-2.27, -1.61, -0.78)  0.21
V (-0.04, 0.32, -0.88)  0.98
Cl (2.06, 1.13, -0.07)  -0.66
C (0.05, 2.04, -2.35)  -0.45
C (-1.20, 1.44, -2.81)  -0.36
C (-0.86, 0.32, -3.61)  -0.33
H (-2.18, 1.90, -2.79)  0.20
C (0.55, 0.17, -3.61)  -0.34
C (1.12, 1.22, -2.87)  -0.30
H (2.17, 1.49, -2.82)  0.22
H (0.17, 3.02, -1.91)  0.21
H (-1.55, -0.25, -4.23)  0.18
H (1.11, -0.56, -4.18)  0.19
C (1.10, -0.85, 3.45)  -1.14
Si (-0.25, 0.43, 2.84)  1.95
C (-1.78, -0.36, 3.69)  -1.13
C (0.34, 1.81, 3.93)  -1.16
O (-0.63, 0.74, 1.33)  -1.28
H (1.15, -0.90, 4.55)  0.19
H (2.10, -0.51, 3.15)  0.22
H (0.97, -1.90, 3.15)  0.21
H (-1.56, -0.31, 4.76)  0.19
H (-2.65, 0.29, 3.54)  0.21
H (-1.99, -1.42, 3.49)  0.21
H (1.38, 2.04, 3.69)  0.23
H (-0.30, 2.68, 3.79)  0.21
H (0.37, 1.64, 5.00)  0.20